# 1
Formula: C24H38N2
Source: OMol25
Level of theory: ωB97M-V/def2-TZVPD

The calculation puts the HOMO energy at -14.71 eV. The relative energy (zero: lowest compared OMol25 entry of this formula, charge and spin) is 11.09 kJ/mol. As for the total charge: +2. For the HOMO-LUMO gap, the calculation gives 6.72 eV. For the total energy, the calculation gives -1046.29039 Ha.

Each line ends with the natural charge from an NBO analysis.
Positions of all 64 atoms, in Å:
C (-3.4626, 4.9174, 9.3980)  -0.601
C (-2.9413, 4.2258, 8.1506)  -0.394
C (-4.0669, 3.8512, 7.1912)  -0.391
H (-4.5932, 4.7527, 6.8712)  0.201
H (-4.7857, 3.2319, 7.7320)  0.214
C (-3.5886, 3.0792, 5.9594)  -0.396
C (-2.8211, 3.9625, 4.9771)  -0.403
C (-2.1993, 3.1936, 3.8121)  -0.394
H (-1.5503, 3.8641, 3.2444)  0.214
H (-1.5868, 2.3778, 4.2022)  0.210
C (-3.2685, 2.6207, 2.8651)  -0.231
N (-2.6417, 1.9142, 1.7696)  -0.228
C (-2.2777, 0.6297, 1.9218)  0.104
C (-1.6117, -0.0535, 0.9358)  -0.192
C (-1.2765, 0.5880, -0.2698)  0.026
C (-1.6681, 1.9323, -0.3937)  -0.192
C (-2.3409, 2.5551, 0.6282)  0.104
H (-2.6564, 3.5846, 0.5436)  0.256
H (-1.4765, 2.4843, -1.2994)  0.255
C (-0.5564, -0.1050, -1.3283)  0.027
C (0.3087, 0.5753, -2.2031)  -0.192
C (0.9886, -0.1115, -3.1778)  0.104
N (0.8438, -1.4371, -3.3397)  -0.228
C (0.0182, -2.1159, -2.5262)  0.104
C (-0.6833, -1.4913, -1.5254)  -0.192
H (-1.3538, -2.0782, -0.9191)  0.255
H (-0.0763, -3.1782, -2.6961)  0.256
C (1.6484, -2.1424, -4.3151)  -0.224
H (1.8328, -1.4895, -5.1701)  0.237
H (1.1059, -3.0247, -4.6591)  0.238
C (2.9880, -2.5680, -3.6922)  -0.394
C (3.8561, -3.3120, -4.7049)  -0.402
C (5.1886, -3.7264, -4.0765)  -0.385
C (6.1310, -4.4005, -5.0741)  -0.392
C (5.6865, -5.7946, -5.5001)  -0.394
C (6.7084, -6.4700, -6.3990)  -0.601
H (7.6585, -6.5880, -5.8808)  0.209
H (6.3612, -7.4540, -6.7017)  0.219
H (6.8915, -5.8758, -7.2922)  0.206
H (4.7331, -5.7356, -6.0336)  0.185
H (5.5185, -6.4125, -4.6132)  0.196
H (6.2455, -3.7663, -5.9561)  0.199
H (7.1155, -4.4797, -4.6070)  0.215
H (5.6805, -2.8360, -3.6790)  0.203
H (5.0018, -4.4043, -3.2413)  0.200
H (4.0491, -2.6689, -5.5651)  0.208
H (3.3261, -4.1972, -5.0573)  0.211
H (3.5202, -1.6822, -3.3385)  0.210
H (2.7997, -3.2140, -2.8318)  0.211
H (1.6640, 0.3954, -3.8511)  0.256
H (0.4747, 1.6357, -2.1053)  0.255
H (-1.3276, -1.0773, 1.1166)  0.255
H (-2.5356, 0.1535, 2.8562)  0.257
H (-3.8791, 3.4339, 2.4694)  0.237
H (-3.9111, 1.9307, 3.4139)  0.241
H (-2.0056, 4.4525, 5.5110)  0.232
H (-3.4796, 4.7445, 4.5954)  0.208
H (-2.9516, 2.2524, 6.2823)  0.198
H (-4.4672, 2.6577, 5.4651)  0.190
H (-2.2327, 4.8901, 7.6464)  0.188
H (-2.3879, 3.3274, 8.4384)  0.196
H (-2.6413, 5.1875, 10.0565)  0.220
H (-4.1360, 4.2640, 9.9504)  0.208
H (-4.0138, 5.8186, 9.1378)  0.207

# 2
Formula: C23H25N3O2S
Source: OMol25
Level of theory: ωB97M-V/def2-TZVPD

The calculation puts the HOMO energy at -7.87 eV. The relative energy (zero: lowest compared OMol25 entry of this formula, charge and spin) is 98.49 kJ/mol. As for the total charge: 0. For the HOMO-LUMO gap, the calculation gives 8.22 eV. For the total energy, the calculation gives -1604.42736 Ha.

Each line ends with the natural charge from an NBO analysis.
Positions of all 54 atoms, in Å:
C (-5.8729, -2.1356, -1.3524)  -0.716
C (-5.8514, -0.6989, -0.8786)  0.575
O (-6.8533, -0.0134, -0.9076)  -0.553
C (-4.5673, -0.1736, -0.3814)  -0.245
C (-3.3785, -0.9021, -0.3618)  -0.085
C (-2.2101, -0.3485, 0.1132)  -0.349
C (-2.1666, 0.9677, 0.6009)  0.297
N (-1.0247, 1.5175, 1.1425)  -0.445
C (0.1911, 0.7471, 1.2600)  -0.221
C (1.0435, 0.8863, -0.0105)  -0.240
N (1.3636, 2.2795, -0.2052)  -0.452
C (2.5925, 2.8547, -0.1599)  0.693
O (2.7282, 4.0611, -0.2285)  -0.632
C (3.7919, 1.9235, -0.0665)  -0.512
C (4.0814, 1.2507, -1.4161)  -0.376
C (4.8010, -0.1009, -1.2467)  -0.466
C (3.8493, -1.1010, -0.7085)  0.149
N (3.6875, -1.3722, 0.5285)  -0.454
C (2.6303, -2.2088, 0.7521)  0.058
C (2.1830, -2.6479, 1.9940)  -0.191
C (1.0621, -3.4491, 2.0505)  -0.217
C (0.3841, -3.8223, 0.8916)  -0.209
C (0.8146, -3.4041, -0.3526)  -0.252
C (1.9368, -2.5962, -0.4167)  -0.143
S (2.6937, -1.8809, -1.8085)  0.338
C (0.1794, 3.1123, -0.2813)  -0.242
C (-0.6990, 2.9190, 0.9652)  -0.217
C (-3.3702, 1.6920, 0.5887)  -0.301
C (-4.5295, 1.1357, 0.1095)  -0.116
H (-5.5710, -2.8013, -0.5469)  0.226
H (-6.8804, -2.3901, -1.6710)  0.237
H (-5.1897, -2.2642, -2.1892)  0.226
H (-3.3494, -1.9150, -0.7330)  0.202
H (-1.3193, -0.9570, 0.0873)  0.212
H (-0.0281, -0.2979, 1.4741)  0.220
H (0.7584, 1.1510, 2.1061)  0.203
H (1.9426, 0.2918, 0.0857)  0.229
H (0.4684, 0.5294, -0.8748)  0.199
H (3.6430, 1.1732, 0.7109)  0.229
H (4.6444, 2.5381, 0.2247)  0.240
H (3.1513, 1.0851, -1.9656)  0.207
H (4.7027, 1.9108, -2.0213)  0.225
H (5.6382, 0.0083, -0.5567)  0.238
H (5.1725, -0.4345, -2.2168)  0.228
H (2.7148, -2.3502, 2.8832)  0.229
H (0.7003, -3.7930, 3.0075)  0.220
H (-0.4927, -4.4473, 0.9664)  0.220
H (0.2929, -3.6914, -1.2522)  0.222
H (0.5064, 4.1496, -0.3647)  0.255
H (-0.3941, 2.8355, -1.1743)  0.192
H (-1.5987, 3.5201, 0.8620)  0.216
H (-0.1518, 3.2586, 1.8507)  0.202
H (-3.4030, 2.6953, 0.9833)  0.212
H (-5.4483, 1.7030, 0.1107)  0.236

# 3
Formula: C12H28ClN4O4Zr
Source: OMol25
Level of theory: ωB97M-V/def2-TZVPD

The calculation puts the HOMO energy at -15.30 eV. The relative energy (zero: lowest compared OMol25 entry of this formula, charge and spin) is 1720.46 kJ/mol. As for the total charge: +3. For the HOMO-LUMO gap, the calculation gives 1.22 eV. For the total energy, the calculation gives -1499.73379 Ha.

Each line ends with the natural charge from an NBO analysis.
Positions of all 50 atoms, in Å:
Zr (-0.4027, -3.9684, -1.2039)  1.764
Cl (-0.6867, 0.1813, -0.0346)  -0.379
C (3.8055, 5.6917, 1.8635)  -0.716
C (5.3033, 5.8656, 1.7074)  0.634
O (5.8066, 5.8489, 0.6380)  -0.401
N (6.1119, 6.2036, 2.7103)  -0.389
C (7.5638, 6.3046, 2.7594)  -0.435
H (3.1725, 6.2549, 1.1778)  0.280
H (3.3691, 6.1196, 2.7661)  0.248
H (3.7014, 4.6147, 1.7316)  0.250
H (5.7210, 6.1438, 3.6397)  0.411
H (8.0456, 6.4004, 1.7863)  0.261
H (7.9105, 5.4339, 3.3159)  0.250
H (7.7611, 7.2427, 3.2782)  0.257
C (6.1795, -1.3780, -0.5556)  -0.696
C (5.1848, -1.5471, 0.5995)  0.670
O (4.0825, -2.0250, 0.4239)  -0.569
N (5.5357, -1.0149, 1.7420)  -0.513
C (4.6680, -0.9977, 2.9333)  -0.431
H (6.5708, -0.3615, -0.5142)  0.240
H (5.5591, -1.5244, -1.4398)  0.246
H (7.0200, -2.0499, -0.3818)  0.251
H (6.5135, -0.9454, 1.9853)  0.413
H (4.9878, -0.0946, 3.4531)  0.221
H (5.0029, -1.7631, 3.6335)  0.231
H (3.6055, -0.9273, 2.7005)  0.239
C (-5.6000, -2.6148, -5.5563)  -0.720
C (-4.5690, -1.6452, -5.1999)  0.656
O (-3.6695, -1.9075, -4.3921)  -0.588
N (-4.6510, -0.4286, -5.7093)  -0.474
C (-3.9179, 0.7706, -5.2140)  -0.429
H (-6.4914, -2.1263, -5.9498)  0.250
H (-5.7498, -3.4147, -4.8311)  0.262
H (-5.2570, -3.0423, -6.4984)  0.259
H (-5.0798, -0.3925, -6.6230)  0.417
H (-4.4949, 1.2298, -4.4113)  0.237
H (-3.8508, 1.4716, -6.0461)  0.240
H (-2.9887, 0.5196, -4.7025)  0.242
C (-6.7036, -1.8269, 1.3567)  -0.744
C (-5.9860, -3.0902, 1.6405)  0.654
O (-4.9958, -3.3899, 0.9646)  -0.588
N (-6.4545, -3.8854, 2.5456)  -0.491
C (-6.0130, -5.2617, 2.6428)  -0.441
H (-6.6894, -0.9689, 2.0287)  0.270
H (-7.7868, -1.9368, 1.4091)  0.250
H (-6.3256, -1.3381, 0.4588)  0.257
H (-7.2267, -3.4763, 3.0520)  0.425
H (-5.3772, -5.3815, 3.5200)  0.227
H (-5.3768, -5.6655, 1.8552)  0.243
H (-6.8379, -5.9070, 2.9448)  0.244

# 4
Formula: C2H4NO2
Source: OMol25
Level of theory: ωB97M-V/def2-TZVPD

The calculation puts the HOMO energy at -16.40 eV. The relative energy (zero: lowest compared OMol25 entry of this formula, charge and spin) is 533.11 kJ/mol. As for the total charge: +1. For the HOMO-LUMO gap, the calculation gives 9.99 eV. For the total energy, the calculation gives -283.35311 Ha.

Each line ends with the natural charge from an NBO analysis.
Positions of all 9 atoms, in Å:
C (-0.3693, -1.2519, 0.1412)  -0.245
C (0.9362, 1.1875, -0.1436)  0.313
N (-1.2667, -0.4290, -0.0359)  0.482
O (-2.2223, 0.0210, -0.2303)  -0.016
O (-0.2338, 1.1782, 0.0834)  -0.465
H (-0.6400, -2.3091, 0.2218)  0.302
H (0.5695, -0.9153, 0.3890)  0.250
H (1.6167, 2.1397, 0.2068)  0.204
H (1.6098, 0.3789, -0.6323)  0.174

# 5
Formula: CH3IOS2
Source: OMol25
Level of theory: ωB97M-V/def2-TZVPD

The calculation puts the HOMO energy (spin up / spin down) at -9.10 / -9.10 eV. The relative energy (zero: lowest compared OMol25 entry of this formula, charge and spin) is 195.15 kJ/mol. As for the total charge: 0. For the HOMO-LUMO gap (spin up / spin down), the calculation gives 6.78 / 6.77 eV. For the total energy, the calculation gives -1209.11874 Ha.

Each line ends with the natural charge from an NBO analysis.
Positions of all 8 atoms, in Å:
C (-0.8964, 0.4515, -0.0791)  -0.844
S (0.6517, -0.4422, 0.3009)  1.348
O (0.7127, -0.5423, 1.7247)  -0.883
S (0.7991, -2.3545, -0.8697)  -0.409
I (2.5695, 1.0852, -0.4093)  -0.011
H (-0.7740, 0.9510, -1.1277)  0.263
H (-1.7944, -0.2704, -0.1976)  0.278
H (-1.2682, 1.1217, 0.6578)  0.259

# 6
Formula: C9H18INO3Si
Source: OMol25
Level of theory: ωB97M-V/def2-TZVPD

The calculation puts the HOMO energy at -8.46 eV. The relative energy (zero: lowest compared OMol25 entry of this formula, charge and spin) is 0.00 kJ/mol. As for the total charge: 0. For the HOMO-LUMO gap, the calculation gives 9.15 eV. For the total energy, the calculation gives -1221.50589 Ha.

Each line ends with the natural charge from an NBO analysis.
Positions of all 33 atoms, in Å:
I (1.3664, 2.1993, 5.3428)  0.050
C (1.7987, 2.3294, 3.2439)  -0.485
C (0.6765, 1.9076, 2.3248)  -0.430
C (0.9306, 2.1408, 0.8336)  -0.944
Si (0.1589, 0.7119, -0.0770)  2.329
O (-1.2630, 0.3396, 0.7242)  -0.896
C (-2.3046, -0.2520, -0.0189)  -0.074
C (-2.0014, -1.6310, -0.5499)  -0.233
N (-0.9120, -1.7034, -1.5069)  -0.488
C (-0.8250, -0.8723, -2.7284)  -0.240
C (0.2539, 0.2125, -2.6380)  -0.081
O (-0.0433, 1.1485, -1.6503)  -0.899
C (0.3348, -2.3966, -1.0495)  -0.247
C (0.9470, -1.7608, 0.2020)  -0.082
O (1.3245, -0.4475, 0.0302)  -0.902
H (2.7300, 1.7906, 3.0449)  0.217
H (2.0267, 3.3939, 3.0815)  0.213
H (-0.2277, 2.4406, 2.5896)  0.219
H (0.5009, 0.8211, 2.5215)  0.202
H (0.5962, 3.1255, 0.5001)  0.241
H (1.9746, 2.0277, 0.5427)  0.236
H (-3.1996, -0.3024, 0.6044)  0.188
H (-2.5321, 0.3953, -0.8678)  0.170
H (-2.9171, -1.9578, -1.0368)  0.190
H (-1.7611, -2.3285, 0.2098)  0.204
H (-0.6788, -1.5186, -3.6117)  0.196
H (-1.8019, -0.3738, -2.9094)  0.208
H (1.2499, -0.2152, -2.3550)  0.176
H (0.4246, 0.7501, -3.5932)  0.188
H (1.0678, -2.5052, -1.8701)  0.212
H (-0.0114, -3.4372, -0.8433)  0.200
H (1.9057, -2.2670, 0.4945)  0.190
H (0.2114, -1.7649, 1.0159)  0.172

# 7
Formula: C39H39Br2CaNO2Sb
Source: OMol25
Level of theory: ωB97M-V/def2-TZVPD

The calculation puts the HOMO energy at -3.00 eV. As for the total charge: -1. For the HOMO-LUMO gap, the calculation gives 5.04 eV. For the total energy, the calculation gives -7780.71946 Ha.

Each line ends with the natural charge from an NBO analysis.
Positions of all 85 atoms, in Å:
Ca (0.1400, 0.5637, 1.5895)  1.739
C (-0.4298, -1.8934, 4.4256)  -0.636
C (0.8774, -1.6581, 3.7175)  -0.050
C (1.8008, -0.7380, 4.2188)  -0.211
C (3.0083, -0.5138, 3.5696)  -0.237
C (3.3089, -1.1916, 2.3960)  -0.233
C (2.3975, -2.1050, 1.8857)  -0.198
C (1.1978, -2.3382, 2.5449)  -0.230
H (-1.1057, -1.0472, 4.2806)  0.237
H (-0.2717, -2.0185, 5.4980)  0.209
H (-0.9309, -2.7759, 4.0346)  0.230
H (1.5709, -0.2008, 5.1328)  0.206
H (3.7187, 0.1934, 3.9787)  0.211
H (4.2392, -1.0015, 1.8778)  0.223
H (2.6063, -2.6294, 0.9626)  0.236
H (0.4884, -3.0418, 2.1302)  0.238
C (2.2833, 2.8905, 3.4001)  -0.664
C (0.8760, 3.3711, 3.5958)  0.252
C (0.6149, 4.6443, 4.1352)  -0.260
C (-0.6719, 5.0877, 4.2451)  -0.129
C (-1.7328, 4.2754, 3.7992)  -0.123
C (-3.0959, 4.6534, 3.8004)  -0.110
Br (-3.6281, 6.3474, 4.4869)  0.014
C (-4.0521, 3.8208, 3.2954)  -0.223
C (-3.6953, 2.5734, 2.7744)  -0.216
Br (-5.0459, 1.4527, 2.0560)  0.038
C (-2.3862, 2.0966, 2.7470)  0.431
O (-2.0294, 0.9736, 2.2508)  -0.889
C (-1.3875, 2.9983, 3.2937)  0.097
N (-0.1009, 2.5682, 3.2172)  -0.517
H (3.0064, 3.6494, 3.6953)  0.212
H (2.4460, 2.6381, 2.3475)  0.258
H (2.4593, 1.9928, 3.9913)  0.223
H (1.4430, 5.2671, 4.4472)  0.213
H (-0.8881, 6.0675, 4.6497)  0.226
H (-5.0905, 4.1210, 3.2847)  0.235
O (-1.3967, -1.4705, 1.5755)  -1.014
H (-2.2119, -0.9412, 1.5686)  0.514
H (-1.2785, -1.8355, 0.6802)  0.514
C (1.3566, 1.2920, -0.4421)  -1.605
H (2.4374, 1.4214, -0.5606)  0.183
H (0.8783, 2.1111, -0.9959)  0.187
C (3.9711, -0.6757, -1.2446)  -0.626
C (3.3692, -1.1350, -2.5481)  -0.051
C (4.2361, -1.5304, -3.5674)  -0.220
C (3.7616, -1.9609, -4.7948)  -0.225
C (2.3925, -2.0204, -5.0105)  -0.253
C (1.5235, -1.6440, -3.9980)  -0.146
C (1.9888, -1.1837, -2.7668)  -0.329
Sb (0.5415, -0.6335, -1.2541)  0.989
C (-1.0160, 0.5309, -2.1987)  -0.309
C (-2.2830, 0.3787, -1.6401)  -0.259
C (-3.3603, 1.1635, -2.0297)  -0.172
C (-3.1819, 2.1016, -3.0324)  -0.247
C (-1.9305, 2.2514, -3.6138)  -0.215
C (-0.8365, 1.4925, -3.2025)  -0.048
C (0.4959, 1.7115, -3.8690)  -0.643
C (-0.8580, -2.6843, -2.0391)  -0.387
C (-0.5390, -3.6815, -1.1134)  -0.222
C (-1.1841, -4.9137, -1.0360)  -0.274
C (-2.2242, -5.1833, -1.9108)  -0.240
C (-2.5795, -4.2203, -2.8468)  -0.244
C (-1.9138, -2.9951, -2.9207)  -0.067
C (-2.3804, -2.0124, -3.9735)  -0.631
H (4.8490, -1.2783, -0.9982)  0.199
H (3.2570, -0.7408, -0.4272)  0.221
H (4.2849, 0.3685, -1.3041)  0.223
H (5.3060, -1.5019, -3.3850)  0.192
H (4.4558, -2.2586, -5.5717)  0.198
H (2.0001, -2.3716, -5.9575)  0.201
H (0.4560, -1.7321, -4.1492)  0.212
H (-2.4450, -0.3923, -0.8925)  0.200
H (-4.3258, 1.0383, -1.5549)  0.198
H (-4.0099, 2.7187, -3.3605)  0.198
H (-1.7918, 2.9865, -4.4006)  0.193
H (0.5183, 2.6751, -4.3808)  0.199
H (0.6940, 0.9319, -4.6074)  0.220
H (1.3041, 1.6796, -3.1370)  0.246
H (0.2741, -3.4899, -0.4045)  0.160
H (-0.8783, -5.6530, -0.3015)  0.187
H (-2.7527, -6.1292, -1.8709)  0.190
H (-3.3924, -4.4264, -3.5393)  0.185
H (-2.7116, -2.5307, -4.8771)  0.192
H (-1.5929, -1.3102, -4.2414)  0.213
H (-3.2170, -1.4102, -3.6095)  0.215